This record from the OMol25 dataset describes a 5-piece molecular cluster, H15N5 overall at a distorted geometry. The level of theory is ωB97M-V/def2-TZVPD.

Its SMILES is N.N.N.N.N. As for the calculated total energy: -7693.607 eV. Its molar mass is 85.15 Da. The calculation puts the HOMO energy at -9.672 eV. The value obtained for the relative energy (zero: lowest compared OMol25 entry of this formula, charge and spin) is 52.0 kJ/mol. As for the gap between HOMO and LUMO: 10.1 eV. As for the lowest unoccupied orbital energy: 0.457 eV.

Last column: Löwdin charge in e.
Cartesian coordinates (Å):
1 N 0.8703 3.8250 3.1589  0.01
2 H 0.7521 3.3523 2.2764  -0.01
3 H 1.0295 3.1626 3.9061  0.00
4 H 1.6251 4.4963 3.1573  0.00
5 N 1.4366 -0.4553 -0.6588  0.00
6 H 0.7105 -0.9126 -1.2047  0.00
7 H 0.9668 0.0695 0.0703  -0.01
8 H 1.8848 -1.2718 -0.2545  0.00
9 N -4.0617 -4.4579 0.1851  0.01
10 H -5.0699 -4.4704 0.2315  0.00
11 H -3.6113 -5.3271 -0.0342  0.00
12 H -3.7637 -3.7430 -0.4597  0.00
13 N 2.0433 2.9041 -6.1776  0.01
14 H 1.1545 2.7499 -6.6199  0.00
15 H 2.3387 3.7973 -5.8240  0.00
16 H 2.2251 2.2630 -5.4225  0.00
17 N -0.1773 -1.6757 3.5760  0.00
18 H 0.1226 -2.6248 3.7167  0.00
19 H 0.1626 -1.0935 2.8189  -0.01
20 H -1.1392 -1.7655 3.2443  0.01


This record from the OMol25 dataset describes a 8-piece molecular cluster, H15O11S overall at a distorted geometry. The level of theory is ωB97M-V/def2-TZVPD.

As for the calculated total energy: -33601.292 eV. Its molar mass is 223.18 Da. The calculation puts the HOMO energy at -3.913 eV. The value obtained for the relative energy (zero: lowest compared OMol25 entry of this formula, charge and spin) is 3.6 kJ/mol. As for the gap between HOMO and LUMO: 5.7 eV. As for the lowest unoccupied orbital energy: 1.761 eV. The total charge is -1.

Last column: Löwdin charge in e.
Cartesian coordinates (Å):
1 O 0.4432 -0.1412 0.4662  0.18
2 H 0.0532 0.7518 0.5112  0.08
3 H 1.3252 -0.1762 0.6732  0.00
4 H 0.0162 -0.5282 -0.4278  0.10
5 S -1.4778 -0.2462 -2.6658  0.22
6 O -0.7058 -0.9342 -1.6348  -0.40
7 O -0.6158 0.6058 -3.4008  -0.37
8 O -2.1198 -1.2222 -3.5408  -0.35
9 O -2.3998 0.7208 -2.0358  -0.41
10 O 2.7812 -0.0862 1.6182  -0.07
11 H 3.3242 0.7938 1.5302  0.12
12 H 3.1542 -0.6342 2.3212  0.06
13 O -1.5498 -3.1472 -0.7388  -0.15
14 H -1.1178 -2.1852 -0.9368  0.02
15 H -2.4778 -3.1492 -0.8218  -0.03
16 O -0.5358 0.4718 3.3672  -0.04
17 H -1.3738 0.5028 3.7632  0.00
18 H -0.3438 -0.4482 3.1032  0.05
19 O 1.7602 -1.9642 -1.3648  0.02
20 H 2.5412 -1.4002 -1.3928  0.05
21 H 1.0662 -1.5242 -1.6348  -0.10
22 O -1.7628 1.5958 0.3482  -0.16
23 H -2.1248 1.6328 -0.6698  0.08
24 H -1.8458 2.4898 0.7542  0.03
25 O 1.4092 2.4588 0.8282  0.01
26 H 1.1292 3.1348 0.2482  0.04
27 H 1.4472 2.6278 1.7332  0.02


This record from the OMol25 dataset describes a 8-piece molecular cluster, H15O11S overall at a distorted geometry. The level of theory is ωB97M-V/def2-TZVPD.

As for the calculated total energy: -33599.969 eV. Its molar mass is 223.18 Da. The calculation puts the HOMO energy at -3.456 eV. The value obtained for the relative energy (zero: lowest compared OMol25 entry of this formula, charge and spin) is 131.2 kJ/mol. As for the gap between HOMO and LUMO: 4.8 eV. As for the lowest unoccupied orbital energy: 1.298 eV. The total charge is -1.

Last column: Löwdin charge in e.
Cartesian coordinates (Å):
1 O 0.2407 -0.0202 -0.5824  0.28
2 H 0.2127 -0.8312 -0.3314  -0.03
3 H 0.8917 0.4428 -0.0114  0.12
4 H -0.6703 0.3298 -0.3414  0.04
5 S -3.0963 1.5498 -0.1154  0.27
6 O -4.3493 1.2648 -0.9334  -0.43
7 O -3.4653 1.6308 1.3296  -0.42
8 O -2.0863 0.5268 -0.3164  -0.44
9 O -2.5233 2.8558 -0.4684  -0.42
10 O -1.4583 -0.9682 1.8906  -0.18
11 H -1.8733 -0.2292 1.2026  0.07
12 H -1.5113 -1.9412 1.5586  0.04
13 O 0.3237 -2.7782 -0.2624  -0.03
14 H -0.5083 -3.2502 0.0206  0.09
15 H 0.9597 -3.4582 -0.3024  0.02
16 O 2.9467 -0.7932 1.0336  -0.09
17 H 3.8117 -0.6382 1.4426  0.04
18 H 3.2067 -1.5002 0.2986  0.12
19 O -2.2593 -1.2682 -2.2184  -0.10
20 H -2.1943 -0.7102 -1.4064  -0.02
21 H -1.8013 -0.9732 -3.0124  0.02
22 O 4.2257 1.4168 -0.3904  -0.18
23 H 3.6587 0.8438 0.2146  -0.01
24 H 4.4027 0.7558 -1.2644  0.14
25 O 0.9197 2.1748 1.0606  -0.08
26 H 1.6417 2.7418 1.3926  0.05
27 H 0.3547 2.8258 0.5126  0.11


This record from the OMol25 dataset describes a 7-piece molecular cluster, H15O7 overall at a distorted geometry. The level of theory is ωB97M-V/def2-TZVPD.

As for the calculated total energy: -14569.535 eV. Its molar mass is 127.11 Da. The calculation puts the HOMO energy at -14.637 eV. The value obtained for the relative energy (zero: lowest compared OMol25 entry of this formula, charge and spin) is 174.1 kJ/mol. As for the gap between HOMO and LUMO: 11.1 eV. As for the lowest unoccupied orbital energy: -3.509 eV. The total charge is +1.

Last column: Löwdin charge in e.
Cartesian coordinates (Å):
1 O 0.3685 0.6291 -1.3809  0.22
2 H -0.4548 0.6852 -0.8568  0.09
3 H 1.0314 0.7285 -0.6617  0.07
4 H 0.4861 -0.2858 -1.7923  0.09
5 O 1.6754 1.1660 0.8900  0.01
6 H 1.4870 0.4612 1.5137  0.06
7 H 1.1951 1.9204 1.1492  0.05
8 O 0.3230 -1.8610 -2.3705  0.00
9 H 0.4156 -1.8358 -3.3447  0.12
10 H -0.5538 -2.0580 -2.0991  0.05
11 O -2.1180 0.9182 -0.0067  0.00
12 H -2.2191 0.0165 -0.0456  0.01
13 H -2.9464 1.3751 0.1824  0.10
14 O 2.4796 -1.0788 -0.7659  -0.06
15 H 3.0947 -0.9103 -0.0653  0.04
16 H 2.1796 -2.0174 -0.5872  0.08
17 O -0.3036 -1.1817 0.7958  -0.02
18 H -0.0909 -1.0477 1.7122  0.05
19 H -0.7866 -2.0122 0.8818  0.08
20 O -1.5104 1.9837 2.5299  -0.04
21 H -2.0660 2.7410 2.6750  0.04
22 H -1.6865 1.6637 1.6467  -0.04


This record from the OMol25 dataset describes H16IO8 as an isolated structure at a distorted geometry. The level of theory is ωB97M-V/def2-TZVPD.

As for the calculated total energy: -24742.362 eV. Its molar mass is 271.02 Da. The calculation puts the HOMO energy at -5.672 eV. The value obtained for the relative energy (zero: lowest compared OMol25 entry of this formula, charge and spin) is 234.2 kJ/mol. As for the gap between HOMO and LUMO: 8.6 eV. As for the lowest unoccupied orbital energy: 2.932 eV. The total charge is -1.

Last column: Löwdin charge in e.
Cartesian coordinates (Å):
1 I -0.5283 0.1247 -0.1918  0.56
2 O 2.0753 1.4327 1.7989  -0.06
3 H 1.5517 0.9681 1.1963  -0.14
4 H 2.1089 0.9097 2.5806  0.02
5 O -1.0734 -3.0205 1.6860  -0.04
6 H -1.8618 -2.8449 2.3177  0.10
7 H -1.0451 -2.2824 1.2682  -0.20
8 O -0.9420 1.1843 3.5042  -0.10
9 H -0.7776 1.0493 2.5304  -0.04
10 H -1.4734 1.9591 3.3762  0.01
11 O 2.2001 -0.7374 0.1239  -0.25
12 H 1.3187 -0.4828 0.4729  -0.25
13 H 1.8871 -1.6701 -0.0951  0.05
14 O -3.0405 2.8145 0.5604  -0.15
15 H -4.0245 2.6465 0.6859  0.06
16 H -2.5582 1.9749 0.3764  -0.09
17 O 0.4988 -3.1085 -1.5917  -0.07
18 H 0.0941 -2.2827 -1.4951  -0.11
19 H 1.0383 -3.0533 -2.3958  0.04
20 O -0.7695 2.2368 -3.4397  -0.15
21 H 0.1526 1.9712 -3.3275  0.00
22 H -0.8351 1.8373 -2.4818  -0.02
23 O 1.7447 -0.6645 -2.7218  -0.04
24 H 2.6196 -0.5054 -2.9142  0.00
25 H 1.6392 -0.4565 -1.8232  -0.10


This record from the OMol25 dataset describes a 9-piece molecular cluster, H16IO8 overall at a distorted geometry. The level of theory is ωB97M-V/def2-TZVPD.

As for the calculated total energy: -24742.428 eV. Its molar mass is 271.02 Da. The calculation puts the HOMO energy at -5.710 eV. The value obtained for the relative energy (zero: lowest compared OMol25 entry of this formula, charge and spin) is 227.8 kJ/mol. As for the gap between HOMO and LUMO: 8.5 eV. As for the lowest unoccupied orbital energy: 2.812 eV. The total charge is -1.

Last column: Löwdin charge in e.
Cartesian coordinates (Å):
1 I 8.7921 -28.6596 14.3793  0.67
2 O 10.1494 -25.7301 13.5736  -0.11
3 H 9.8075 -26.5801 13.7009  -0.21
4 H 9.6314 -25.0921 14.1073  0.04
5 O 10.7324 -29.1980 11.7840  -0.13
6 H 10.8521 -30.2345 12.0421  0.13
7 H 10.1950 -29.0145 12.4485  -0.29
8 O 6.8471 -28.4462 11.1766  -0.08
9 H 7.3576 -28.8366 11.8056  -0.13
10 H 7.5427 -27.7082 11.1194  0.08
11 O 9.0298 -31.7925 15.9563  -0.13
12 H 8.9507 -30.9484 15.4520  -0.13
13 H 8.4521 -31.7079 16.7119  0.01
14 O 7.0856 -25.4159 15.2995  -0.05
15 H 7.3573 -26.1420 14.7267  -0.04
16 H 7.4756 -25.3872 16.1211  -0.02
17 O 5.3424 -29.3227 15.2762  -0.12
18 H 4.9644 -28.5186 15.6252  0.01
19 H 6.1555 -29.0481 14.7983  -0.10
20 O 9.5576 -27.8589 17.3203  -0.03
21 H 9.4619 -27.9862 18.2024  0.01
22 H 9.0198 -28.3168 16.8061  -0.18
23 O 11.7278 -28.0544 15.7760  -0.11
24 H 11.7228 -27.5046 14.9796  0.02
25 H 10.9766 -28.1261 16.2924  -0.11


This record from the OMol25 dataset describes H16KrO8 as an isolated structure. The level of theory is ωB97M-V/def2-TZVPD.

As for the calculated total energy: -91569.380 eV. Its molar mass is 227.92 Da. The calculation puts the HOMO energy at -10.641 eV. The value obtained for the relative energy (zero: lowest compared OMol25 entry of this formula, charge and spin) is 35.3 kJ/mol. As for the gap between HOMO and LUMO: 10.6 eV. As for the lowest unoccupied orbital energy: -0.036 eV.

Last column: Löwdin charge in e.
Cartesian coordinates (Å):
1 Kr -0.4939 -0.6185 -0.3322  0.20
2 O 1.9928 0.1527 1.8756  -0.07
3 H 2.2100 1.0793 1.7737  0.05
4 H 1.1582 0.1519 2.3442  0.02
5 O -0.7363 2.4368 -2.4346  -0.06
6 H -0.5348 3.3702 -2.3683  0.05
7 H -0.0053 2.0017 -1.9958  -0.01
8 O -2.6826 0.8048 3.2266  -0.05
9 H -1.9537 0.2067 3.0616  0.01
10 H -3.4659 0.2726 3.0873  0.03
11 O 3.5539 -0.9146 -0.2649  -0.06
12 H 4.0623 -1.6242 -0.6575  0.05
13 H 3.1193 -1.3179 0.4865  -0.02
14 O -2.8598 2.8446 -0.6996  -0.07
15 H -3.6058 2.4743 -1.1715  0.03
16 H -2.1005 2.3744 -1.0440  -0.03
17 O 2.2910 -3.0247 1.4869  -0.04
18 H 1.3579 -2.8316 1.5771  0.03
19 H 2.6587 -2.8411 2.3513  0.05
20 O -3.8001 -2.6107 -1.1792  -0.07
21 H -4.2401 -2.3492 -1.9881  0.03
22 H -2.9082 -2.8279 -1.4506  0.01
23 O 2.0564 0.8652 -2.1683  -0.08
24 H 2.5684 1.6618 -2.0287  0.04
25 H 2.3581 0.2636 -1.4877  -0.03


This record from the OMol25 dataset describes H16LiO8 as an isolated structure. The level of theory is ωB97M-V/def2-TZVPD.

As for the calculated total energy: -16838.764 eV. Its molar mass is 151.06 Da. The calculation puts the HOMO energy at -13.564 eV. The value obtained for the relative energy (zero: lowest compared OMol25 entry of this formula, charge and spin) is 318.7 kJ/mol. As for the gap between HOMO and LUMO: 9.3 eV. As for the lowest unoccupied orbital energy: -4.302 eV. The total charge is +1.

Last column: Löwdin charge in e.
Cartesian coordinates (Å):
1 Li -0.3017 0.1880 0.3984  0.93
2 O -1.1306 -3.8075 1.5786  -0.06
3 H -0.8988 -4.7209 1.4107  0.03
4 H -1.9098 -3.8556 2.1326  0.03
5 O 3.1924 -1.1954 0.8424  -0.05
6 H 3.7108 -1.4638 0.0838  0.04
7 H 2.7820 -2.0034 1.1506  0.03
8 O 4.6756 2.6721 2.3125  -0.05
9 H 4.2858 2.0039 1.7488  0.02
10 H 5.3091 3.1196 1.7515  0.03
11 O -3.9978 0.7688 0.2312  -0.06
12 H -4.6485 0.6667 0.9258  0.04
13 H -4.5140 0.9111 -0.5622  0.04
14 O -0.6338 0.7870 4.3247  -0.06
15 H -1.4070 1.1189 4.7812  0.03
16 H -0.0935 0.4034 5.0154  0.04
17 O -3.8012 -1.1102 -4.6764  -0.05
18 H -2.9652 -1.1170 -4.2103  0.02
19 H -3.5969 -1.4670 -5.5408  0.03
20 O 0.4530 -1.1846 -3.0425  -0.06
21 H 0.9779 -1.9840 -3.0848  0.04
22 H 0.8947 -0.5758 -3.6345  0.04
23 O 1.0118 3.7086 -1.0728  -0.06
24 H 1.7160 4.3170 -0.8485  0.04
25 H 0.8895 3.8202 -2.0155  0.03


This record from the OMol25 dataset describes a 8-piece molecular cluster, H16O8 overall at a distorted geometry. The level of theory is ωB97M-V/def2-TZVPD.

Its SMILES is O.O.O.O.O.O.O.O. As for the calculated total energy: -16639.639 eV. Its molar mass is 144.12 Da. The calculation puts the HOMO energy at -10.405 eV. The value obtained for the relative energy (zero: lowest compared OMol25 entry of this formula, charge and spin) is 228.9 kJ/mol. As for the gap between HOMO and LUMO: 10.1 eV. As for the lowest unoccupied orbital energy: -0.309 eV.

Last column: Löwdin charge in e.
Cartesian coordinates (Å):
1 O -0.4364 2.5755 -2.2968  -0.01
2 H -1.1276 1.9595 -2.1696  0.02
3 H -0.0663 2.5721 -1.4479  -0.02
4 O -3.3824 1.7989 2.5929  -0.09
5 H -2.4357 1.6246 2.4190  -0.01
6 H -3.5247 1.7031 3.5506  0.04
7 O 0.8870 -2.7069 -1.6841  -0.05
8 H 1.2945 -2.4982 -0.8470  0.00
9 H 1.4164 -2.0998 -2.2058  0.02
10 O 1.7810 -1.3572 0.7592  -0.03
11 H 1.6911 -2.0629 1.3969  0.08
12 H 2.6816 -1.3721 0.4051  0.09
13 O 0.4749 0.8839 0.0257  -0.06
14 H 0.0698 1.1610 0.8501  0.04
15 H 0.8382 0.0903 0.4051  -0.02
16 O -1.1118 0.4654 2.3452  -0.03
17 H -0.7709 0.0384 3.1384  0.08
18 H -1.6248 -0.2897 2.0483  0.08
19 O -1.1551 -1.1347 -0.7274  -0.08
20 H -0.5948 -0.4728 -0.3449  -0.06
21 H -0.5835 -1.7670 -1.2375  0.01
22 O 1.8903 -0.0964 -2.3055  0.01
23 H 2.4649 0.5112 -2.7577  0.06
24 H 1.3243 0.4739 -1.9120  -0.05